Record 1
# C48H29AsF4GeN4O3PPbS5

A structure of composition C48H29AsF4GeN4O3PPbS5 (ωB97M-V with the def2-TZVPD basis set, OMol25).

Structure (XYZ):
```
97
Properties=species:S:1:pos:R:3:lowdin_spin:R:1
Pb 0.36143 -0.51071 0.98590 0.11
O 4.01198 -2.67259 -1.04296 0.00
S 3.23420 -1.50023 -0.73805 0.00
O 2.11656 -1.26768 -1.65992 0.00
O 2.81715 -1.36488 0.66536 0.02
C 4.28375 -0.06930 -0.99274 0.00
C 5.66027 -0.22671 -0.97070 0.00
C 6.48169 0.87721 -1.13354 0.00
C 5.91959 2.13105 -1.31709 0.00
C 4.54153 2.28947 -1.33807 0.00
C 3.69232 1.19552 -1.17522 0.00
P 1.84433 1.38213 -1.19055 0.00
C 1.50230 1.59256 -2.97904 0.00
C 0.23353 2.04595 -3.34743 0.00
C -0.09638 2.22463 -4.68219 0.00
C 0.83131 1.92981 -5.67141 0.00
C 2.08003 1.43777 -5.31701 0.00
C 2.41469 1.26944 -3.97924 0.00
C 1.77494 3.14802 -0.60895 0.00
C 1.38707 4.27330 -1.33110 0.00
C 1.32920 5.52185 -0.71904 0.00
C 1.65314 5.66275 0.62200 0.00
C 2.02778 4.54523 1.35986 0.00
C 2.07890 3.30312 0.74953 0.00
H 6.06399 -1.22227 -0.83344 0.00
H 7.55887 0.76218 -1.11533 0.00
H 6.55969 2.99692 -1.44236 0.00
H 4.12115 3.27685 -1.48056 0.00
H -0.50849 2.25102 -2.58120 0.00
H -1.08765 2.57352 -4.94657 0.00
H 0.57710 2.06743 -6.71591 0.00
H 2.80143 1.18408 -6.08471 0.00
H 3.38391 0.86763 -3.71230 0.00
H 1.13246 4.18193 -2.37923 0.00
H 1.02706 6.38801 -1.29602 0.00
H 1.61250 6.63750 1.09312 0.00
H 2.26530 4.63695 2.41246 0.00
H 2.35264 2.42893 1.33349 0.00
S -3.01128 -4.20845 2.22642 0.02
As -1.76241 -2.37647 3.16693 0.02
S -2.35449 -0.52033 2.22395 0.17
S 0.12955 -2.86959 2.16017 0.04
S -3.69026 -5.02596 3.95786 0.00
C -5.62039 -3.80889 -0.49686 0.01
C -4.47981 -3.95590 -1.27456 0.00
C -3.55083 -2.92537 -1.34611 0.01
C -3.72778 -1.73860 -0.62908 0.03
C -4.87489 -1.61467 0.15611 0.01
C -5.82131 -2.62886 0.20602 0.00
Ge -2.21217 -0.45053 -0.63261 0.31
C -2.86255 1.39864 -0.35461 0.04
C -1.92989 2.37325 0.01132 0.00
C -2.31316 3.68107 0.27654 0.00
C -3.65404 4.03481 0.19986 0.00
C -4.59699 3.07972 -0.15904 0.00
C -4.20262 1.77644 -0.44012 0.01
C -1.85520 -0.55275 -2.61503 0.11
C -0.72004 -1.15663 -3.15384 0.01
C -0.59988 -1.34319 -4.52822 0.00
C -1.61297 -0.92593 -5.37945 0.00
C -2.74565 -0.31194 -4.85447 0.01
C -2.86302 -0.12899 -3.48248 0.02
H -6.32667 -4.62583 -0.40744 0.00
H -4.30468 -4.88061 -1.81217 0.00
H -2.66962 -3.04746 -1.96667 0.00
H -5.01298 -0.72792 0.76318 0.00
H -6.70363 -2.51414 0.82577 0.00
H -0.87956 2.11260 0.10542 0.00
H -1.56335 4.41431 0.55219 0.00
H -3.96185 5.04952 0.42284 0.00
H -5.64657 3.34588 -0.21190 0.00
H -4.94965 1.04314 -0.72579 0.00
H 0.08813 -1.47376 -2.50442 0.00
H 0.29201 -1.81271 -4.92759 0.00
H -1.52311 -1.07711 -6.44933 0.00
H -3.54043 0.01768 -5.51491 0.00
H -3.75222 0.34799 -3.07843 0.00
F -0.49336 -0.63343 6.21066 0.00
C 0.36398 -1.59568 5.85425 0.00
C -0.06737 -2.90397 5.94149 0.00
F -1.28481 -3.13816 6.45857 0.00
C 0.70016 -3.96550 5.47462 0.00
C 2.00584 -3.64108 5.11497 0.00
C 2.45430 -2.33619 5.08378 0.00
F 3.70109 -2.10749 4.66533 0.00
C 1.62333 -1.26172 5.37819 0.00
C 1.96769 0.14062 5.03283 0.01
C 1.24074 0.64575 3.96694 0.01
N 0.64096 0.95295 3.00910 0.03
C 3.04430 0.84115 5.60591 0.00
N 3.91371 1.42945 6.09907 0.00
F 2.83969 -4.60590 4.70120 0.00
C 0.09154 -5.28582 5.17600 0.00
C -1.23479 -5.39200 5.02107 0.00
N -2.42427 -5.46859 4.97042 0.00
C 0.85679 -6.45329 4.85387 0.00
N 1.40542 -7.44196 4.63242 0.00
```

Properties
charge = -2
multiplicity = 2
LUMO energy (alpha / beta) = 3.83 / 2.82 eV
orbital gap (alpha / beta) = 6.2 / 5.6 eV
relative energy (zero: lowest compared OMol25 entry of this formula, charge and spin) = 0.869 eV

Record 2
# C4H4N2O2

The molecule C4H4N2O2 (ωB97M-V with the def2-TZVPD basis set, OMol25).

Structure (XYZ):
```
12
Properties=species:S:1:pos:R:3:nbo_charge:R:1
O -2.10306 -0.69267 -0.76821 -0.35
N -1.45909 -0.00617 -0.00194 0.53
O -1.95286 0.77375 0.82444 -0.37
C -0.02847 -0.01503 -0.08118 -0.06
C 0.77696 1.05462 -0.32210 -0.30
C 2.09195 0.63682 -0.21962 -0.06
N 2.01183 -0.67111 0.23998 -0.51
C 0.72318 -1.03479 0.26264 -0.03
H 0.66779 2.17866 -0.68564 0.25
H 3.22810 1.24792 -0.28902 0.24
H 2.85750 -1.10677 0.24834 0.42
H 0.44314 -2.07715 0.77174 0.23
```

Properties
LUMO energy = 0.30 eV
orbital gap = 9.6 eV
SMILES = O=[N+]([O-])c1cc[nH]c1
relative energy (zero: lowest compared OMol25 entry of this formula, charge and spin) = 5.358 eV

Record 3
# C5H6N2S

The molecule C5H6N2S (ωB97M-V with the def2-TZVPD basis set, OMol25).

Structure (XYZ):
```
14
Properties=species:S:1:pos:R:3:nbo_charge:R:1
C -1.97605 1.29519 -0.09240 -0.44
C -0.59795 1.35922 0.10044 -0.02
N 0.23080 0.26501 -0.06075 -0.40
C 1.57007 0.43219 -0.04362 -0.11
C 2.15413 -0.76819 -0.10953 -0.08
N 1.17494 -1.63131 0.19052 -0.49
C -0.01839 -0.99995 0.01379 0.23
S -1.48526 -2.08500 0.04013 -0.01
H -2.66769 0.53598 -0.46800 0.23
H -2.58908 2.36505 0.22814 0.22
H -0.08190 2.34533 0.75241 0.24
H 1.95191 1.38578 -0.21435 0.21
H 3.14028 -1.28920 0.00982 0.23
H -0.80583 -3.21008 -0.34660 0.18
```

Properties
LUMO energy = 0.69 eV
orbital gap = 9.1 eV
SMILES = C=Cn1ccnc1S
relative energy (zero: lowest compared OMol25 entry of this formula, charge and spin) = 3.743 eV

Record 4
# C16H24BrF4N5O8

A cluster of 2 separate species, C16H24BrF4N5O8 in total (ωB97M-V with the def2-TZVPD basis set, OMol25).

Structure (XYZ):
```
58
Properties=species:S:1:pos:R:3:nbo_charge:R:1
C -2.03821 3.41709 2.81402 -0.73
C -1.92874 2.19171 3.65232 0.79
O -1.78339 2.22194 4.84749 -0.51
O -1.96087 0.96450 2.97850 -0.54
C -0.63060 0.46925 2.85273 0.08
N -0.51891 -0.39657 1.67936 -0.37
C 0.02420 -1.56164 1.94313 0.85
N -0.36137 -2.28662 3.03171 -0.90
N 0.96672 -2.15424 1.09678 -0.72
C 0.42585 -2.17716 -0.26106 0.20
Br -1.07697 -3.47679 -0.16300 0.04
C 1.42209 -2.78603 -1.22088 -0.51
C 2.60335 -1.88809 -1.57873 -0.51
C 2.54488 -1.27543 -2.96466 0.98
F 2.82640 0.02828 -2.94204 -0.33
F 1.36358 -1.39320 -3.54374 -0.32
F 3.44600 -1.82946 -3.75092 -0.31
C -0.17681 -0.83699 -0.68932 -0.50
C -0.07175 0.25016 0.40219 0.06
C -1.05332 1.38668 0.04615 -0.39
C -1.26154 1.64425 -1.45371 -0.40
C -2.01065 2.97816 -1.63518 -0.42
C -3.32825 2.85639 -2.38101 -0.07
O -3.27568 1.95104 -3.47162 -0.71
C 1.36493 0.80790 0.41262 0.67
O 1.75451 1.35850 -0.57931 -0.46
N 2.23298 0.72695 1.56781 -0.70
C 2.60689 1.96833 2.10214 0.95
O 3.22506 2.84115 1.53923 -0.48
F 2.16757 2.09113 3.36063 -0.32
H -1.04611 3.59844 2.40822 0.24
H -2.29896 4.26404 3.42024 0.26
H -2.69607 3.27835 1.96912 0.24
H -0.42144 -0.07718 3.75741 0.21
H 0.05274 1.30564 2.81595 0.20
H -0.07954 -2.08636 3.96972 0.43
H -0.97418 -3.05664 2.82680 0.46
H 1.85455 -1.65412 1.13382 0.41
H 1.82621 -3.65448 -0.72811 0.30
H 0.90894 -3.18003 -2.08337 0.30
H 3.48170 -2.50916 -1.54870 0.28
H 2.78684 -1.08806 -0.87090 0.20
H -1.22426 -0.98518 -0.86228 0.25
H 0.31317 -0.49395 -1.58026 0.28
H -2.00737 1.07684 0.44869 0.23
H -0.76962 2.30188 0.54187 0.21
H -1.91360 0.87005 -1.81792 0.21
H -0.33414 1.62260 -1.99267 0.24
H -2.24982 3.36549 -0.65089 0.19
H -1.34633 3.69993 -2.08889 0.22
H -3.57448 3.82922 -2.78776 0.18
H -4.13753 2.61784 -1.70229 0.16
H -3.81696 1.20134 -3.24243 0.47
H 1.91680 0.08616 2.28218 0.38
N 2.06573 -5.62081 -2.83507 0.71
O 2.85110 -6.04467 -3.68745 -0.50
O 0.86884 -5.38288 -3.12081 -0.57
O 2.46588 -5.37548 -1.66584 -0.61
```

Properties
LUMO energy = -3.10 eV
orbital gap = 3.8 eV

Number 1: E -259289.22426 eV. Number 2: E -11283.18206 eV. Number 3: E -19094.26779 eV. Number 4: E -121717.22397 eV.